1.
DFT (ωB97M-V/def2-TZVPD) results for a cluster of 6 separate species, C37H56FN5O5 in total.

Geometry (Å):
C -3.85088 1.50781 0.18788
C -3.80432 1.64974 -1.33628
C -3.44623 0.35331 -2.10839
C -2.41686 -0.56274 -1.42934
C -0.92502 -0.17349 -1.70745
C -0.21883 0.34543 -0.48316
C -0.23821 1.55957 -0.01098
F -0.89608 2.51746 -0.61133
C 0.51251 1.85953 1.26691
O 0.05930 2.55651 2.10089
C 1.84414 1.15124 1.37021
C 3.07908 1.78486 1.97581
C 2.89849 3.23513 2.45090
C 2.74389 4.19524 1.24718
C 3.92650 5.13220 1.12593
O 4.66662 5.40363 1.98097
O 4.10803 5.72100 -0.09309
C 1.88111 -0.07045 0.88650
C 3.08747 -0.96618 0.83065
C 3.53324 -1.02064 -0.64896
O 3.86842 -2.00514 -1.18686
C 0.61296 -0.64168 0.29210
O 0.28779 -1.76894 0.41420
H -4.41597 2.34964 0.59790
H -2.86769 1.54114 0.67003
H -4.32545 0.56840 0.49055
H -4.81872 1.92322 -1.64837
H -3.17856 2.47761 -1.67311
H -4.36567 -0.17796 -2.35767
H -2.99775 0.66302 -3.06107
H -2.53625 -1.55125 -1.88986
H -2.57651 -0.71214 -0.35950
H -0.81763 0.48546 -2.56891
H -0.40398 -1.09659 -1.97072
H 3.35030 1.20982 2.87035
H 3.94594 1.69905 1.31514
H 3.77138 3.48677 3.05419
H 2.04683 3.33735 3.11942
H 2.70541 3.57602 0.34027
H 1.79877 4.73606 1.32195
H 3.38463 5.40724 -0.65381
H 3.92714 -0.57386 1.40680
H 2.86230 -1.98535 1.14378
H 3.47040 -0.04758 -1.18546
C 7.74533 4.71065 -0.95961
C 7.52936 3.73010 -2.10696
C 6.30366 2.82995 -1.90189
C 6.43208 2.01415 -0.68284
N 6.52348 1.38193 0.25977
H 7.94364 4.19378 -0.01933
H 8.60230 5.35313 -1.16380
H 6.86826 5.34668 -0.82376
H 8.42475 3.11597 -2.22559
H 7.39828 4.28800 -3.03631
H 6.18208 2.15999 -2.75380
H 5.40065 3.43678 -1.81634
C 5.18921 -1.67940 -4.60941
C 4.16372 -1.75542 -5.73590
C 3.43692 -0.42710 -5.97365
C 2.70638 -0.01711 -4.76424
N 2.14229 0.28508 -3.82324
H 4.71862 -1.44944 -3.65185
H 5.70096 -2.63496 -4.49601
H 5.94197 -0.91443 -4.81601
H 3.43570 -2.53524 -5.50341
H 4.66608 -2.05067 -6.65925
H 2.72553 -0.52580 -6.79389
H 4.14832 0.35712 -6.23660
C -6.03316 -4.52340 -1.68134
C -4.83380 -4.08380 -0.84689
C -5.22350 -3.20034 0.34055
C -5.88749 -1.96794 -0.11726
N -6.39853 -1.01604 -0.47701
H -6.54666 -3.67112 -2.13167
H -5.71033 -5.17415 -2.49456
H -6.75380 -5.07430 -1.07245
H -4.13105 -3.54726 -1.49003
H -4.31613 -4.96454 -0.47213
H -4.33506 -2.92431 0.91086
H -5.90121 -3.73556 1.00792
C -6.91553 0.38880 3.32887
C -5.65291 0.52357 4.17351
C -5.34077 1.97466 4.55497
C -5.13223 2.78674 3.34688
N -4.96739 3.39357 2.39886
H -6.81716 0.90998 2.37530
H -7.11441 -0.65986 3.10573
H -7.78352 0.79376 3.85386
H -4.80910 0.09991 3.62371
H -5.76801 -0.06362 5.08731
H -4.43917 2.01958 5.16645
H -6.16100 2.40540 5.13098
C -1.48104 -5.74737 4.23003
C -0.63853 -4.84245 3.33721
C -1.47808 -4.03434 2.34269
C -2.22232 -4.93281 1.44746
N -2.80767 -5.61713 0.75070
H -2.01729 -6.49795 3.64704
H -0.84680 -6.27948 4.93967
H -2.21202 -5.16769 4.79819
H 0.08666 -5.45167 2.79392
H -0.07166 -4.15015 3.96274
H -0.83469 -3.39475 1.73852
H -2.18890 -3.39674 2.87207

Calculated values
HOMO-LUMO gap = 8.9 eV
SMILES = CCCCCC1=C(F)C(=O)C(CCCC(=O)O)=C(CC=O)C1=O.CCCC#N.CCCC#N.CCCC#N.CCCC#N.CCCC#N
Highest occupied orbital energy = -9.6 eV
Strongest force on any atom = 3.101 eV/Å

2.
DFT (ωB97M-V/def2-TZVPD) results for a cluster of 19 separate species, C69H164O48S7 in total.

Geometry (Å):
C 2.68837 -4.83411 0.83482
C 1.45712 -4.18909 1.47329
C 0.30942 -3.84682 0.48648
O -0.87750 -4.36240 1.12752
C -0.54326 -5.10195 2.23150
O -1.33936 -5.70611 2.91182
O 0.75104 -5.14191 2.42754
H 2.69323 -5.83201 0.43662
H 3.52604 -4.79084 1.56430
H 2.90622 -4.17235 -0.01181
H 1.70913 -3.25517 2.05588
H 0.29937 -4.32124 -0.48552
H 0.20137 -2.77865 0.22441
C 0.32193 -2.93530 -6.78487
C 0.87806 -2.54597 -5.45343
C 0.85465 -0.99732 -5.11501
O 0.52158 -1.03845 -3.70524
C -0.07073 -2.21581 -3.43751
O -0.63029 -2.44041 -2.43393
O 0.04762 -3.12116 -4.44831
H 0.35793 -4.01953 -6.88403
H 0.97327 -2.44704 -7.52279
H -0.70325 -2.63743 -6.82908
H 1.88783 -2.90659 -5.30671
H 0.07530 -0.46625 -5.63742
H 1.79065 -0.49783 -5.29606
C -4.26821 8.57344 2.03817
C -4.97242 7.91521 0.84368
C -3.97762 7.77416 -0.32846
O -4.41249 6.56241 -0.94067
C -5.08780 5.83447 -0.01205
O -5.43918 4.69184 -0.23835
O -5.36099 6.56159 1.04434
H -3.31690 8.01438 2.31387
H -4.85986 8.67242 2.98377
H -3.87305 9.50247 1.67998
H -5.88024 8.41981 0.55999
H -2.92601 7.73916 -0.06470
H -4.11236 8.51127 -1.06181
C 7.63214 -7.48562 0.60420
O 7.43071 -6.31426 -0.18752
C 6.17496 -5.66394 -0.17679
C 6.25994 -4.43858 0.65456
O 6.27636 -4.88023 1.99861
C 6.05827 -3.77912 2.92293
H 7.30668 -7.37985 1.67480
H 8.68697 -7.62412 0.60236
H 7.23915 -8.36663 0.09716
H 5.31850 -6.30631 0.18948
H 5.92569 -5.39572 -1.23720
H 5.41072 -3.79454 0.45298
H 7.24149 -3.95038 0.47809
H 7.02156 -3.18500 2.92761
H 5.77301 -4.09501 3.90258
H 5.24425 -3.06143 2.59101
C 3.12435 -4.26683 5.84040
O 3.00116 -3.27614 4.85860
C 2.12129 -2.15484 5.08910
C 0.61259 -2.52537 5.01665
O 0.23038 -3.38708 5.98892
C -1.19967 -3.66252 5.91465
H 4.08500 -4.11577 6.25863
H 3.10700 -5.30702 5.36550
H 2.24886 -4.25557 6.49009
H 2.32977 -1.32696 4.43389
H 2.27047 -1.80153 6.11558
H 0.41169 -2.91497 4.00367
H 0.00912 -1.55412 5.16566
H -1.71871 -2.70923 5.75524
H -1.54306 -4.20095 6.83562
H -1.45466 -4.30123 5.02487
C -4.46404 3.46517 -7.56533
O -4.59093 3.34895 -6.15715
C -5.24798 2.13487 -5.80384
C -5.57381 2.03893 -4.35978
O -4.34712 1.99072 -3.63050
C -4.46172 1.42767 -2.32069
H -4.04679 4.46339 -7.73589
H -5.46290 3.44139 -7.96815
H -3.81510 2.67698 -8.06273
H -4.63792 1.31321 -6.07373
H -6.20588 2.08795 -6.31320
H -6.22537 1.11682 -4.27900
H -6.12880 2.89375 -4.02828
H -5.22898 1.94446 -1.76100
H -3.54422 1.51812 -1.76609
H -4.75433 0.34974 -2.35865
C 1.60952 3.57560 7.30870
O 0.93604 2.33812 7.40878
C 1.36433 1.32969 6.56031
C 0.69811 1.36315 5.24338
O -0.54289 0.78227 5.28816
C -1.47466 1.33171 4.45199
H 1.25002 4.23582 8.02591
H 1.45435 4.04169 6.31942
H 2.69564 3.44149 7.38799
H 1.34380 0.37681 7.11814
H 2.43447 1.48548 6.36087
H 1.30618 0.92676 4.44781
H 0.64550 2.40068 4.95634
H -2.43680 0.88252 4.73601
H -1.32264 1.12863 3.41040
H -1.56536 2.40917 4.41951
C 2.65719 -0.75197 0.78640
O 1.48698 -1.08134 1.50418
C 0.41536 -0.18418 1.79484
C -0.47281 0.08208 0.59483
O 0.17852 1.06332 -0.15368
C -0.42186 1.25338 -1.40794
H 3.20440 0.04131 1.30831
H 2.51936 -0.52401 -0.29269
H 3.29933 -1.60626 0.84484
H 0.72681 0.79923 2.17828
H -0.11765 -0.59649 2.66209
H -1.41657 0.50715 0.95948
H -0.67232 -0.83257 0.01648
H -1.31456 1.82035 -1.45926
H -0.57055 0.31495 -1.91668
H 0.19475 1.85618 -2.05372
C 4.97403 -0.22127 5.10926
O 4.23276 0.63048 4.27764
C 4.84465 1.94497 4.15713
C 4.12778 2.66729 3.02474
O 2.74453 2.91224 3.30741
C 1.99705 3.40667 2.22497
H 4.98644 0.15281 6.13064
H 6.01419 -0.23028 4.68611
H 4.58356 -1.25951 5.06213
H 5.91674 1.88646 3.90253
H 4.73686 2.42347 5.09708
H 4.19019 2.06681 2.12389
H 4.65343 3.60380 2.80760
H 0.99784 3.43412 2.57498
H 2.04540 2.70397 1.35092
H 2.34362 4.39328 1.97146
C -3.29881 -0.66245 7.18963
O -3.52992 -1.11791 5.89894
C -4.92169 -1.33485 5.54927
C -5.04648 -2.26439 4.34030
O -4.32800 -1.74254 3.24428
C -2.93771 -2.09363 3.16958
H -3.87146 -1.21460 7.93819
H -3.61604 0.41817 7.40699
H -2.22063 -0.81634 7.37193
H -5.43214 -0.38144 5.27900
H -5.46567 -1.74511 6.41186
H -6.09307 -2.39940 4.08968
H -4.51971 -3.23950 4.42690
H -2.32019 -1.44799 3.76232
H -2.65754 -1.97496 2.12928
H -2.80937 -3.11825 3.45219
C 3.99135 1.44821 -5.23222
O 3.68010 2.31946 -4.15417
C 3.25440 1.66736 -2.97550
C 3.13647 2.69395 -1.85063
O 4.29899 2.92156 -1.17992
C 5.43766 3.37719 -1.90505
H 4.84121 0.79779 -4.96019
H 4.22785 2.09756 -6.07539
H 3.15855 0.91101 -5.61406
H 4.13617 1.04777 -2.65664
H 2.41721 1.00899 -3.20387
H 2.48886 2.25810 -1.02096
H 2.76906 3.64259 -2.28906
H 5.34284 4.39147 -2.40413
H 5.77026 2.60190 -2.60178
H 6.22261 3.49659 -1.17701
C -4.77811 -1.66096 0.16669
O -5.08700 -1.48776 -1.23440
C -4.52417 -2.61680 -1.90820
C -4.88461 -2.56489 -3.35593
O -4.54065 -1.24557 -3.94573
C -3.24883 -1.23525 -4.36117
H -5.09347 -2.65368 0.54848
H -5.30123 -0.91753 0.76459
H -3.73024 -1.61050 0.39067
H -4.80766 -3.58335 -1.47844
H -3.42629 -2.44308 -1.87732
H -5.97820 -2.63518 -3.42233
H -4.43968 -3.33652 -3.99916
H -3.03008 -0.23634 -4.82900
H -3.05031 -2.01887 -5.13086
H -2.51293 -1.34117 -3.56800
O 7.83274 1.74476 2.54089
S 7.40268 2.20403 1.31346
O 6.76537 3.48652 1.11902
O 8.72040 2.32821 0.38359
C 9.75723 1.28935 0.63119
C 10.83787 1.53637 -0.43973
C 6.49587 0.98424 0.50627
H 9.34112 0.28468 0.58097
H 10.11350 1.46792 1.60982
H 11.19544 2.53414 -0.34665
H 10.41582 1.45497 -1.44998
H 11.70963 0.85456 -0.31440
H 6.93276 -0.00960 0.51830
H 6.18701 1.23387 -0.48632
H 5.56976 0.78712 1.08171
O -8.39362 2.34920 2.90248
S -8.02638 1.32090 1.96120
O -6.97862 0.34267 2.33429
O -9.36143 0.56695 1.60491
C -9.49330 -0.82235 2.04289
C -10.55697 -1.47142 1.20063
C -7.58358 2.15898 0.39506
H -9.82018 -0.73020 3.10405
H -8.55814 -1.35921 2.10353
H -11.52752 -1.01645 1.35448
H -10.64125 -2.54451 1.51681
H -10.25214 -1.57132 0.16205
H -7.00759 1.46658 -0.20724
H -6.86828 2.94772 0.63478
H -8.55833 2.45574 -0.05159
O -1.88076 0.85545 -6.78876
S -0.81814 1.76508 -6.43188
O 0.51904 1.25808 -6.70039
O -1.11139 3.07477 -7.18182
C -0.02996 4.15986 -7.11513
C -0.27522 5.10494 -8.30020
C -1.05647 2.12403 -4.64812
H 0.89266 3.63341 -7.15631
H -0.10475 4.73794 -6.14897
H -1.38782 5.05739 -8.38350
H 0.30465 4.85438 -9.17962
H -0.00813 6.11668 -7.92041
H -2.10427 2.31254 -4.53612
H -0.53431 3.08086 -4.36608
H -0.64173 1.29846 -4.04197
O 3.73803 -2.11239 -3.62520
S 4.57783 -2.64320 -2.61376
O 4.76647 -1.95134 -1.35481
O 4.05238 -4.05085 -1.98450
C 3.37771 -4.95457 -2.96576
C 4.29184 -5.71456 -3.88732
C 6.21161 -2.95257 -3.27796
H 2.72938 -4.27269 -3.47767
H 2.85716 -5.64414 -2.36271
H 4.94081 -5.05853 -4.42618
H 3.59293 -6.21351 -4.54894
H 4.91782 -6.35083 -3.30481
H 6.14026 -3.65842 -4.10249
H 6.64519 -3.35504 -2.35455
H 6.60046 -1.99651 -3.66253
O -0.63250 -8.99397 -2.28455
S 0.28644 -7.99220 -1.83522
O 0.91567 -7.23633 -2.86530
O -0.47412 -7.19683 -0.75666
C -1.93504 -7.00973 -0.70050
C -2.39808 -5.99039 -1.74414
C 1.64498 -8.71325 -0.68830
H -1.99862 -6.61610 0.33220
H -2.39842 -7.97479 -0.64867
H -2.30952 -6.26685 -2.78411
H -1.81761 -5.06990 -1.57197
H -3.42224 -5.64135 -1.58311
H 1.36406 -8.57424 0.37126
H 2.65566 -8.37619 -0.98566
H 1.57508 -9.75780 -0.88889
O -2.00423 7.20199 -2.96820
S -1.59066 5.92357 -3.55589
O -0.96875 5.87403 -4.84863
O -0.62459 5.19631 -2.45894
C -1.03861 5.22762 -1.09971
C 0.15975 5.07248 -0.20738
C -3.09946 4.94787 -3.55225
H -1.73801 4.41616 -0.98347
H -1.58802 6.14458 -0.90983
H 0.50115 4.02545 -0.16042
H -0.04576 5.34824 0.87220
H 1.05064 5.65921 -0.42725
H -2.91424 3.87145 -3.65333
H -3.68670 5.33572 -4.35453
H -3.51550 5.19116 -2.55483
O -0.91315 5.09945 2.93502
S -2.31418 5.24684 2.66328
O -2.65003 5.98209 1.46305
O -3.05965 3.89886 2.60511
C -2.95456 3.10804 1.42659
C -4.07170 2.06811 1.42495
C -3.20344 5.99145 4.03339
H -1.97194 2.55040 1.38582
H -3.10963 3.84095 0.55876
H -4.18279 1.50950 2.32312
H -3.96827 1.35250 0.64202
H -5.02100 2.58343 1.19218
H -3.03096 5.39784 4.96988
H -4.25789 5.98482 3.76375
H -2.74816 6.99361 4.20536

Calculated values
HOMO-LUMO gap = 9.1 eV
Highest occupied orbital energy = -9.1 eV
Strongest force on any atom = 5.609 eV/Å

3.
DFT (ωB97M-V/def2-TZVPD) results for a cluster of 2 separate species, C15H22IN4 in total.

Geometry (Å):
C 1.32810 2.59320 1.22890
C 2.10865 1.45719 1.87267
I 1.39732 1.05976 3.84414
C 2.17495 0.16039 1.06201
N 0.95152 -0.64991 1.12102
C 1.25562 -2.11316 1.26343
C -0.02686 -2.94668 1.35255
C -1.22770 -2.02228 1.32338
N -1.14646 -1.11760 0.17560
C -2.34957 -0.30684 -0.05568
C -2.68268 0.10639 -1.33728
C -3.81942 0.87305 -1.54535
C -4.64259 1.20623 -0.47905
C -4.32348 0.75903 0.79108
C -3.17746 0.00373 1.01226
C 0.03104 -0.43419 0.13785
N 0.24868 0.40322 -0.88574
H 1.21996 3.41939 1.93109
H 0.30932 2.30154 0.96619
H 1.86897 2.98413 0.36218
H 3.14605 1.77000 1.99054
H 2.44833 0.36751 0.02315
H 2.97458 -0.44001 1.49523
H 1.83556 -2.38845 0.37906
H 1.86941 -2.23687 2.15192
H -0.05561 -3.50299 2.28669
H -0.04875 -3.63299 0.50711
H -2.14763 -2.60153 1.27679
H -1.24898 -1.44494 2.25301
H -2.07541 -0.17854 -2.18272
H -4.06038 1.19595 -2.54870
H -5.53162 1.80246 -0.64114
H -4.96864 0.99432 1.62782
H -2.96302 -0.30794 2.02465
H 0.71662 1.28789 -0.80164
H -0.04135 0.14704 -1.81295
C 3.94450 -0.02872 -3.73287
C 2.64734 0.58879 -3.49204
N 1.63758 1.10863 -3.34104
H 4.35189 -0.42349 -2.80398
H 3.83793 -0.84030 -4.44994
H 4.63170 0.71286 -4.13537

Calculated values
HOMO-LUMO gap = 9.3 eV
Total charge = +1
Highest occupied orbital energy = -12.2 eV
Strongest force on any atom = 0.992 eV/Å

Which of these has the lowest highest occupied orbital energy?
C15H22IN4

The highest strongest force on any atom belongs to which entry?
C69H164O48S7